The following is a DFT calculation (ωB97M-V with the def2-TZVPD basis set) of C34H43BN7O4PrS3 as an isolated structure in a non-equilibrium geometry.

Geometry (Å):
Pr: 0.67 -0.22 -0.37
S: 1.67 1.34 1.82
S: -1.01 -2.05 0.90
S: -0.74 2.31 -0.63
O: 2.56 -1.11 0.12
O: 0.23 1.04 -4.86
O: 4.78 -0.69 0.14
O: -0.22 0.13 -2.86
N: -1.21 1.67 1.88
N: 2.27 0.14 -2.16
N: -2.45 -0.47 2.55
N: -3.54 -0.03 3.18
N: -1.44 1.85 3.18
N: -0.31 -1.31 3.99
N: 0.04 -0.29 3.20
C: 0.65 -3.06 6.81
C: 0.62 -2.04 4.54
C: -1.16 5.13 0.61
C: 3.02 1.17 -4.17
C: -2.43 -1.55 1.73
C: -1.27 3.98 1.53
C: -7.17 -0.86 3.37
C: 0.57 0.59 -3.68
C: -5.67 -0.35 5.30
C: -4.72 -1.88 2.29
C: 3.80 -0.33 3.37
C: -3.65 -3.55 0.78
C: 1.33 0.04 2.90
C: -1.31 4.52 5.77
C: -5.88 -0.14 3.79
C: -4.66 -0.69 3.06
C: -1.34 -3.41 5.33
C: 2.37 -0.68 3.56
C: 4.60 0.51 -2.47
C: -1.12 2.65 0.98
C: -1.42 4.12 2.88
C: 4.34 1.09 -3.70
C: -6.04 1.35 3.46
C: -1.49 3.01 3.77
C: -0.54 2.13 5.88
C: 0.18 -3.24 5.36
C: 3.52 0.04 -1.72
C: 0.84 -4.48 4.74
C: 2.02 0.66 -3.36
C: -2.98 2.65 5.71
C: 1.99 -1.72 4.36
C: -1.57 3.10 5.28
C: -3.62 -2.32 1.62
C: 3.68 -0.64 -0.36
B: -1.22 0.42 2.73
H: -1.45 5.12 3.30
H: 5.15 1.48 -4.30
H: -1.39 6.07 1.10
H: -1.70 -3.52 4.31
H: -5.62 -1.41 5.54
H: -3.02 2.60 6.80
H: -1.61 -4.30 5.90
H: -6.32 1.48 2.41
H: 0.46 -5.38 5.22
H: -1.84 -2.55 5.78
H: -1.37 4.55 6.85
H: 0.61 -4.54 3.67
H: 1.73 -2.93 6.88
H: -3.26 -3.34 -0.22
H: 0.48 2.38 5.57
H: -6.83 1.77 4.08
H: 4.18 -0.81 2.47
H: 1.92 -4.47 4.86
H: -3.00 -4.32 1.20
H: -1.82 5.00 -0.25
H: -7.34 -0.79 2.30
H: 0.38 -3.95 7.39
H: 4.40 -0.67 4.21
H: 2.74 -2.30 4.88
H: 2.79 1.60 -5.13
H: -0.73 0.97 -5.01
H: 3.93 0.74 3.23
H: -5.11 1.90 3.64
H: -0.75 1.10 5.59
H: -0.58 2.19 6.97
H: 0.17 -2.20 7.27
H: -0.31 4.86 5.48
H: -3.21 1.67 5.30
H: -7.17 -1.91 3.68
H: 5.60 0.42 -2.07
H: -4.76 0.13 5.65
H: -6.52 0.08 5.84
H: -0.15 5.17 0.21
H: -5.64 -2.44 2.22
H: -2.05 5.22 5.38
H: -4.66 -3.94 0.70
H: -8.01 -0.39 3.87
H: -3.74 3.36 5.38

## Properties
⟨S²⟩: 2.002
Spin multiplicity: 3
E, eV: -101820.7069
Energy above the lowest of the compared OMol25 structures with the same formula, charge and spin, kcal/mol: 0.0
Net charge: +2
Maximum force, eV/Å: 1.5